1.
C25H43BiCl3N5O4Si | wB97M-V/def2-TZVPD

Summary:
spin multiplicity = 1
Kohn-Sham gap = 8.864 eV
HOMO level = -0.318 Eh
F_max = 2.046 eV Å⁻¹

```
82
Properties=species:S:1:pos:R:3:forces:R:3
Bi 0.448 1.316 2.637 -0.5 0.9 -0.2
Cl 1.529 3.703 2.454 0.0 -0.5 0.5
Cl -1.165 2.498 0.979 0.3 -0.5 0.4
Cl -1.510 1.212 4.166 0.3 0.1 0.1
Si -0.584 -0.898 -1.855 -0.6 0.4 -1.2
O 3.365 0.421 1.926 0.5 1.0 0.2
O -0.152 -1.233 2.282 -1.8 -0.4 0.9
O -1.169 0.397 -2.753 0.2 -0.4 -0.1
O 1.282 1.860 6.382 0.7 -1.2 0.1
N 3.108 -1.626 3.967 0.2 0.6 0.1
N 2.498 0.282 7.507 -0.2 0.2 0.1
N -1.774 -2.812 2.062 0.1 0.0 -0.3
N 2.017 0.056 5.149 0.6 0.2 0.5
N 4.053 2.304 0.849 -0.1 -0.1 0.6
C -0.783 -3.761 1.551 0.1 0.0 -0.1
C 3.958 1.522 1.939 -0.7 -0.5 -0.7
C -4.858 -1.326 -5.512 0.3 0.4 0.4
C -2.053 -1.221 -5.327 -0.6 0.0 0.0
C 3.181 -0.881 7.508 0.1 -0.4 -0.6
C 0.164 -0.195 -0.315 0.1 0.0 0.0
C 0.714 -1.771 -2.888 0.0 -0.1 0.0
C -2.690 -2.061 -6.273 0.6 0.4 0.5
C -1.599 3.144 -3.588 0.2 0.3 0.0
C 3.346 -1.566 6.347 0.3 -0.1 0.9
C -4.081 -2.104 -6.373 0.2 0.1 0.3
C 3.259 1.962 -0.330 0.1 0.1 0.1
C 2.380 1.052 8.738 0.0 0.1 0.2
C 1.889 0.791 6.326 -0.7 0.7 -0.4
C -1.868 1.925 -5.764 -0.5 0.0 0.9
C -1.912 1.943 -4.420 0.2 -0.7 -0.7
C -4.241 -0.498 -4.559 0.5 -0.3 -0.5
C -1.512 3.095 -6.613 0.3 0.4 -0.3
C 2.804 -1.010 5.156 -0.2 0.0 -0.6
C -1.348 -1.599 2.427 1.3 0.2 -0.4
C 4.481 3.698 0.956 -0.1 -0.2 -0.2
C -2.005 -2.101 -1.550 0.1 0.0 0.0
C -3.202 -3.045 1.825 0.1 0.0 0.4
C -2.282 0.709 -3.603 0.2 -0.2 0.2
C -2.833 -0.421 -4.473 -0.5 0.1 -0.2
H -3.771 -2.289 2.381 0.1 -0.2 -0.1
H 3.602 -1.224 8.462 -0.2 0.2 -0.5
H 1.350 1.100 9.094 0.0 0.0 -0.2
H 2.236 2.365 -0.222 0.3 -0.1 0.0
H -0.959 -1.133 -5.281 -0.6 -0.1 -0.1
H -1.153 -4.780 1.696 0.0 0.2 0.0
H -2.800 -1.633 -0.946 0.2 -0.2 -0.2
H -0.655 0.182 0.299 0.0 -0.2 -0.2
H 0.780 0.680 -0.537 0.0 -0.1 -0.2
H 4.420 1.933 2.850 0.0 -0.1 -0.2
H -3.449 -2.948 0.761 0.1 -0.1 0.2
H -3.483 -4.043 2.194 0.1 0.3 -0.2
H 3.201 -0.977 3.168 -0.3 -0.3 0.3
H -1.253 2.734 -7.609 0.0 0.2 -0.1
H 4.926 3.892 1.938 -0.1 -0.1 -0.2
H 3.227 0.876 -0.450 0.0 0.3 0.0
H 5.208 3.898 0.156 -0.1 0.1 0.3
H 3.730 2.427 -1.199 -0.1 -0.1 0.0
H -1.638 -3.012 -1.049 -0.3 0.3 -0.2
H 3.857 -2.308 4.018 -0.3 0.2 0.0
H 0.288 -2.171 -3.824 0.2 0.1 0.4
H -4.549 -2.757 -7.106 0.1 0.2 0.1
H -2.513 3.686 -3.307 0.1 -0.1 -0.1
H -0.644 3.639 -6.217 -0.2 -0.1 -0.1
H -2.180 1.036 -6.311 0.1 0.1 0.3
H -2.332 3.822 -6.736 0.2 -0.2 0.1
H -5.944 -1.323 -5.582 0.2 -0.1 0.0
H 0.753 -0.912 0.269 -0.1 0.1 -0.3
H 2.991 0.554 9.493 -0.1 0.1 0.0
H -3.088 1.045 -2.939 -0.1 -0.2 0.0
H 2.734 2.073 8.598 0.0 -0.1 -0.1
H 0.157 -3.623 2.100 -0.3 0.0 -0.1
H -0.568 -3.596 0.481 -0.1 -0.1 0.5
H 3.929 -2.477 6.329 -0.1 0.1 0.0
H -1.091 2.855 -2.662 -0.1 0.1 -0.2
H 1.117 -2.610 -2.296 0.0 0.2 -0.3
H 3.598 4.342 0.847 0.3 -0.1 0.0
H -4.837 0.148 -3.904 0.1 -0.3 -0.3
H -2.443 -2.400 -2.519 0.2 0.1 0.4
H 1.534 -1.078 -3.138 -0.2 -0.3 0.1
H -2.055 -2.647 -6.945 -0.3 0.1 0.2
H -2.123 -0.951 2.854 0.2 0.1 -0.1
H -0.969 3.840 -4.148 -0.1 0.0 0.2
```
Positions in Å, forces in eV/Å.

=====

2.
C25H43Br12N2O2S | wB97M-V/def2-TZVPD

Summary:
spin multiplicity = 1
net charge = +1
Kohn-Sham gap = 6.144 eV
HOMO level = -0.375 Eh
F_max = 1.934 eV Å⁻¹

```
85
Properties=species:S:1:pos:R:3:forces:R:3
Br -2.159 5.839 -7.438 -0.1 0.0 0.0
Br -0.841 7.418 -4.387 0.0 -0.1 0.0
Br -3.512 1.508 -5.810 0.0 0.0 0.1
Br -4.053 -8.898 2.582 -0.1 -0.1 -0.1
Br -0.290 1.867 -4.049 -0.1 -0.2 -0.5
Br 5.458 -2.056 -2.492 0.0 0.0 0.1
Br -2.724 -3.497 2.136 -0.6 -0.2 0.0
Br 1.956 -0.687 6.390 0.0 0.0 -0.1
Br -1.738 -5.126 5.277 -0.1 0.0 0.0
Br -7.219 -7.168 1.803 0.1 0.0 0.0
Br 2.577 -4.329 -2.323 0.2 -0.3 -0.4
Br -0.207 -1.535 3.523 0.1 0.5 0.3
S -1.122 4.191 3.283 0.3 0.3 0.3
O 0.542 -0.358 -1.133 -0.5 0.7 -1.0
O 1.797 -0.257 0.684 0.5 0.0 0.2
N 0.320 3.997 1.060 -0.2 -0.1 -0.3
N 0.633 3.663 -0.206 -0.2 0.2 0.4
C -0.194 2.882 -0.846 0.0 -0.1 0.0
C 1.062 -0.937 -0.232 -1.2 -0.4 -0.4
C -2.839 -5.808 3.823 0.2 0.0 0.2
C -2.312 -5.368 2.487 -0.1 0.1 -0.1
C 1.097 -2.392 0.026 -0.1 -0.6 0.4
C 1.332 4.831 1.731 1.1 0.2 0.0
C 4.001 -4.237 -3.646 -0.1 -0.1 0.1
C 0.519 -3.029 1.078 -0.2 0.1 -0.6
C 0.071 6.967 -6.048 0.0 0.1 0.1
C -0.802 3.617 1.669 -0.2 -0.3 0.0
C 3.800 0.821 1.335 0.0 0.5 -0.6
C 2.213 4.083 2.773 -1.0 0.0 -0.2
C 5.327 -3.929 -3.005 0.1 0.1 -0.1
C 0.689 0.416 5.426 0.0 0.1 0.2
C -5.643 -7.421 0.697 -0.2 0.0 0.0
C -1.528 3.238 -4.679 0.1 0.1 0.2
C -0.547 -0.348 5.027 0.1 -0.1 -0.1
C -2.962 2.823 -4.492 -0.1 0.0 -0.2
C -1.382 2.387 -0.276 -0.1 0.1 0.3
C -0.795 7.211 -7.256 0.0 -0.2 0.0
C 2.380 2.596 2.493 0.4 0.0 0.3
C 3.258 2.269 1.289 -0.1 -0.4 0.2
C -5.025 -8.780 0.898 0.2 0.0 0.0
C 3.153 0.012 0.241 -0.1 -0.2 0.1
C -1.708 2.778 0.993 0.4 -0.2 -0.4
H 4.075 2.989 1.233 0.1 0.0 0.0
H 3.704 -3.488 -4.372 0.0 0.0 0.0
H 1.218 0.815 4.566 -0.1 0.0 0.0
H -2.003 1.724 -0.861 0.0 0.0 0.0
H -0.569 -3.010 1.201 0.6 1.4 1.1
H -2.787 -5.928 1.686 0.0 0.0 0.0
H -1.234 -5.471 2.410 0.0 0.0 0.0
H -2.801 -6.891 3.892 0.1 0.1 0.1
H 0.863 5.718 2.151 -0.2 -0.1 0.1
H 3.595 0.349 2.294 0.2 -0.1 0.1
H 4.873 0.830 1.150 0.1 -0.1 0.2
H -2.612 2.450 1.482 0.0 0.1 0.0
H -5.983 -7.312 -0.330 0.0 0.0 0.0
H 2.862 2.156 3.370 0.0 0.1 0.1
H -1.824 3.121 3.661 -0.2 -0.1 -0.1
H 5.500 -4.511 -2.107 0.0 0.0 0.0
H 3.676 -0.921 0.021 -0.1 -0.2 0.2
H 3.109 0.578 -0.692 0.0 0.1 -0.1
H -1.282 3.428 -5.718 0.0 0.0 0.0
H -5.763 -9.574 0.914 0.0 0.0 0.0
H 1.414 2.089 2.426 -0.1 0.0 -0.1
H -1.314 8.162 -7.223 0.0 0.0 0.1
H -4.961 -6.613 0.941 0.0 0.0 0.0
H 1.642 -2.963 -0.733 1.4 0.6 1.2
H 0.052 2.615 -1.874 0.2 0.2 0.5
H 4.024 -5.215 -4.121 0.0 0.0 0.0
H -0.934 -0.965 5.832 0.0 0.0 0.0
H -3.620 3.676 -4.637 0.0 0.0 0.0
H 3.183 4.575 2.771 0.0 0.1 0.1
H -3.146 2.381 -3.517 0.0 0.0 0.0
H 2.691 2.350 0.365 -0.1 0.3 -0.1
H 1.991 5.183 0.943 -0.2 -0.1 -0.3
H 0.432 1.223 6.111 0.0 0.0 0.0
H 0.371 5.928 -5.961 0.0 0.0 0.0
H 0.953 7.601 -6.078 0.0 0.0 0.0
H 6.137 -4.095 -3.711 0.0 0.0 0.0
H -4.289 -8.980 0.123 0.0 0.0 0.0
H -1.304 4.127 -4.090 0.0 0.0 0.0
H 1.759 4.220 3.752 0.1 0.0 0.1
H -0.195 7.154 -8.161 0.0 0.0 0.0
H -1.325 0.335 4.689 0.0 0.0 0.0
H -3.853 -5.469 4.011 0.0 0.0 -0.1
H 1.091 -3.623 1.787 -0.2 -1.5 -1.1
```
Positions in Å, forces in eV/Å.